The molecule C5H8N2 in a non-equilibrium geometry. Source: OMol25; level of theory: ωB97M-V/def2-TZVPD.

HOMO energy (eV): -9.7
SMILES: C[C@@]1(CC#N)CN1
E (eV): -8293.470
Spin multiplicity: 1
HOMO-LUMO gap (hartree): 0.389
LUMO energy (eV): 0.86
Energy relative to the best compared isomer or geometry (same formula, charge and spin) (kcal/mol): 35.2

Each line ends with the Löwdin charge.
Positions of all 15 atoms, in Å:
N  2.76  0.41  1.29  0.14
N  -0.81  -1.45  -0.25  0.04
C  2.13  0.26  0.32  -0.23
C  1.19  0.05  -0.79  -0.11
C  -0.22  -0.11  -0.19  -0.49
C  -0.36  -0.98  1.04  -0.13
C  -1.11  1.12  -0.32  -0.03
H  -1.09  -0.79  1.83  0.12
H  0.50  -1.47  1.43  0.09
H  -1.83  -1.44  -0.35  0.10
H  -2.15  1.01  0.04  0.09
H  1.33  0.87  -1.51  0.12
H  -0.69  1.98  0.21  0.09
H  1.50  -0.84  -1.36  0.13
H  -1.17  1.37  -1.39  0.08

---

The molecule C5H8N2. Source: OMol25; level of theory: ωB97M-V/def2-TZVPD.

HOMO energy (eV): -8.8
SMILES: Cc1cnn(C)c1
E (eV): -8294.379
Spin multiplicity: 1
HOMO-LUMO gap (hartree): 0.361
LUMO energy (eV): 1.00
Energy relative to the best compared isomer or geometry (same formula, charge and spin) (kcal/mol): 14.2

Each line ends with the Löwdin charge.
Positions of all 15 atoms, in Å:
N  -1.18  0.02  0.17  -0.23
N  -0.93  1.29  0.51  0.06
C  1.02  0.17  0.14  -0.28
C  2.46  -0.14  -0.12  -0.07
C  -0.05  -0.68  -0.05  -0.05
C  0.40  1.39  0.52  -0.12
C  -2.51  -0.40  -0.19  -0.03
H  -2.85  0.15  -1.07  0.09
H  3.12  0.64  0.28  0.07
H  0.87  2.33  0.78  0.11
H  -0.08  -1.73  -0.29  0.13
H  -3.22  -0.26  0.63  0.09
H  2.65  -0.22  -1.20  0.08
H  -2.44  -1.46  -0.46  0.08
H  2.76  -1.09  0.33  0.07

---

C5H8N2 as an isolated structure in a non-equilibrium geometry. Source: OMol25; level of theory: ωB97M-V/def2-TZVPD.

HOMO energy (spin up / spin down) (eV): -8.2 / -8.1
E (eV): -8286.661
Spin multiplicity: 1
HOMO-LUMO gap (spin up / spin down) (hartree): 0.293 / 0.305
LUMO energy (spin up / spin down) (eV): -0.21 / 0.19
Energy relative to the best compared isomer or geometry (same formula, charge and spin) (kcal/mol): 192.2

Each line ends with the Löwdin charge.
Positions of all 15 atoms, in Å:
N  -1.70  0.54  0.30  -0.08
N  -1.11  -0.63  1.03  0.01
C  1.82  -0.48  0.33  -0.11
C  -0.41  1.25  -0.05  -0.06
C  -0.68  -1.08  -0.28  -0.19
C  -1.77  -0.33  -0.85  -0.05
C  0.66  -0.33  -0.61  -0.20
H  -0.48  -0.45  1.79  0.09
H  -2.65  -0.46  -1.45  0.09
H  1.56  -1.40  0.90  0.08
H  0.08  1.58  0.84  0.06
H  1.71  0.47  0.91  0.07
H  0.77  -0.23  -1.72  0.11
H  2.71  -0.55  -0.40  0.11
H  -0.51  2.10  -0.74  0.09

---

The molecule C5H8N2 in a non-equilibrium geometry. Source: OMol25; level of theory: ωB97M-V/def2-TZVPD.

HOMO energy (eV): -9.6
SMILES: C[C@H]1[C@@H](C#N)N1C
E (eV): -8292.166
Spin multiplicity: 1
HOMO-LUMO gap (hartree): 0.383
LUMO energy (eV): 0.85
Energy relative to the best compared isomer or geometry (same formula, charge and spin) (kcal/mol): 65.3

Each line ends with the Löwdin charge.
Positions of all 15 atoms, in Å:
N  0.56  -0.18  0.69  -0.07
N  -0.44  2.59  -1.62  0.15
C  0.18  1.97  -0.86  -0.18
C  1.52  -1.27  0.79  -0.08
C  0.71  0.69  -0.46  -0.25
C  -1.80  0.30  0.29  -0.06
C  -0.50  -0.19  -0.31  -0.31
H  -1.65  1.13  0.99  0.09
H  2.40  -0.95  1.36  0.09
H  -2.25  -0.53  0.84  0.08
H  1.84  -1.66  -0.19  0.08
H  1.48  0.36  -1.16  0.14
H  1.04  -2.09  1.34  0.09
H  -2.51  0.62  -0.47  0.08
H  -0.60  -0.77  -1.22  0.15